Formula: C34H41N7O4STl
Source: the Open Molecules 2025 dataset
Level of theory: ωB97M-V with the def2-TZVPD basis set

As for the spin multiplicity: 1. As for the LUMO energy: 1.8895 eV. The HOMO energy comes out at -4.87 eV. As for the total charge: -1. The value obtained for the max |F| is 1.02 eV Å⁻¹.

CARTESIAN COORDINATES (ANGSTROEM)
Tl 0.5498 -0.5957 0.5277
C 4.5497 -0.3814 2.5124
N 3.3804 -1.2648 2.4589
C 2.7192 -1.4676 3.7481
C 2.0651 -0.2714 4.3942
C 1.4109 -0.4576 5.6105
C 0.7973 0.6200 6.2126
C 0.8934 1.8699 5.6153
C 1.5498 1.9574 4.4041
N 2.1067 0.9106 3.7924
C 3.7468 -2.5568 1.8854
C 2.5885 -3.4879 1.5488
C 2.4401 -4.6474 2.3016
C 1.3761 -5.4976 2.0533
C 0.5303 -5.2120 1.0053
C 0.7758 -4.0697 0.2645
N 1.7466 -3.1988 0.5314
C 5.0168 0.0579 1.1422
C 6.3340 -0.0926 0.7200
C 6.6771 0.2723 -0.5739
C 5.6972 0.7941 -1.4047
C 4.4278 0.9655 -0.8774
N 4.0999 0.6080 0.3553
H 5.3859 -0.8702 3.0414
H 4.2374 0.5091 3.0565
H 3.4050 -1.9305 4.4817
H 1.8933 -2.1596 3.5644
H 1.3488 -1.4455 6.0468
H 0.2351 0.4952 7.1291
H 0.4502 2.7455 6.0689
H 1.6404 2.8987 3.8776
H 4.4134 -3.0867 2.5891
H 4.2903 -2.3687 0.9567
H 3.1393 -4.8630 3.0992
H 1.2149 -6.3710 2.6713
H -0.3047 -5.8538 0.7631
H 0.1586 -3.8294 -0.5924
H 7.0854 -0.4801 1.3958
H 7.6908 0.1405 -0.9297
H 5.9189 1.0653 -2.4278
H 3.6199 1.4031 -1.4569
O -5.5251 -4.8599 -1.6980
C -4.9555 -4.9863 -0.5948
O -5.1818 -5.7640 0.3464
C -3.7666 -3.9986 -0.3735
C -3.2646 -3.2762 -1.4514
C -2.2328 -2.3877 -1.2204
N -1.7055 -2.1765 -0.0157
C -2.1685 -2.8725 1.0237
C -3.1959 -3.7998 0.8764
C -1.5002 -2.6305 2.3908
O -2.0277 -3.1461 3.3768
O -0.4290 -1.9349 2.4012
H -3.6936 -3.4262 -2.4331
H -1.7860 -1.8066 -2.0264
H -3.5508 -4.3685 1.7237
C -4.5666 2.7034 -5.1121
C -5.2471 1.8316 -4.0579
C -4.4373 1.7186 -2.7675
C -3.1997 0.8248 -2.8932
N -2.3955 0.8714 -1.6864
C -1.5604 1.8701 -1.3233
S -1.2804 2.1527 0.2995
N -0.9569 2.5776 -2.3046
C 0.0826 3.5662 -2.0640
C -0.4807 4.9219 -1.6171
C -1.5102 5.4997 -2.5888
C -0.9015 5.9434 -3.9177
H -5.2014 2.8062 -5.9923
H -3.6188 2.2720 -5.4364
H -4.3737 3.7017 -4.7151
H -5.4263 0.8320 -4.4627
H -6.2190 2.2674 -3.8174
H -5.0655 1.3010 -1.9781
H -4.1210 2.7167 -2.4479
H -2.6001 1.1196 -3.7578
H -3.5034 -0.2125 -3.0433
H -2.7789 0.3724 -0.8957
H -1.2236 2.4069 -3.2589
H 0.6577 3.6711 -2.9857
H 0.7368 3.1787 -1.2812
H 0.3465 5.6263 -1.4907
H -0.9522 4.7629 -0.6486
H -1.9955 6.3543 -2.1125
H -2.2832 4.7485 -2.7694
H -0.1401 6.7071 -3.7518
H -1.6674 6.3617 -4.5717
H -0.4362 5.1053 -4.4386

Mulliken population analysis, charges in e, atoms 1 to 2: number 1, Tl, carries 0.829; number 2, C, carries -0.716